An isolated molecule of C16H11N3O2S2 at a distorted geometry. Source: the Open Molecules 2025 dataset; level of theory: the ωB97M-V functional and the def2-TZVPD basis.

Structure (XYZ):
```
34
Properties=species:S:1:pos:R:3:forces:R:3
C -7.48195 -1.74533 0.31920 -0.0412 -0.1597 0.0464
O -7.12481 -0.43760 -0.05768 0.0045 0.2418 -0.0724
C -5.80718 -0.10516 -0.09211 0.2428 0.0545 -0.0043
C -5.53126 1.21731 -0.47536 -0.1472 -0.1334 0.0311
C -4.24333 1.68937 -0.55294 0.0630 -0.1365 0.0466
C -3.18776 0.83631 -0.24392 -0.6276 -0.9792 0.2646
N -1.86129 1.15269 -0.27417 0.7869 0.7259 -0.1938
C -1.12419 0.17514 0.05839 -1.0140 -0.6780 0.1314
N 0.23910 0.14770 0.12931 0.4352 -0.3025 0.0448
C 1.07604 1.23656 -0.05541 0.0087 0.0117 -0.0031
O 0.67888 2.35188 -0.27027 0.1173 0.0457 0.0503
C 2.52296 0.89404 0.06204 0.3707 -0.0706 -0.0760
C 3.37845 1.90661 0.52112 -0.0525 -0.0012 -0.0003
C 4.73209 1.70242 0.65060 -0.0177 -0.0827 -0.0312
C 5.25979 0.46182 0.29912 -1.0065 -0.4550 -0.3228
N 6.57197 0.09567 0.35843 0.8817 0.5367 0.3194
C 6.74788 -1.09801 -0.04574 -0.3990 -0.5449 -0.2553
S 5.32259 -1.97020 -0.56770 0.0818 0.3755 0.1380
C 4.39620 -0.54925 -0.18690 0.4474 0.0842 0.1279
C 3.03323 -0.34406 -0.30582 -0.1813 0.2062 0.0613
S -1.99387 -1.34252 0.47070 0.1174 0.5388 -0.1409
C -3.47484 -0.49047 0.14020 0.2274 0.4828 -0.1398
C -4.76898 -0.97342 0.22016 -0.3793 -0.1387 0.0220
H -7.07060 -2.48912 -0.37085 0.0008 0.0222 0.0280
H -7.15418 -1.97360 1.33854 0.0038 0.0033 -0.0356
H -8.56932 -1.77726 0.27565 0.0793 -0.0535 0.0198
H -6.36968 1.85387 -0.70800 -0.1013 0.0849 -0.0306
H -4.03009 2.70379 -0.84630 0.0002 0.1459 -0.0442
H 0.64770 -0.73418 0.40366 0.0346 0.2674 -0.0136
H 2.93812 2.85949 0.77097 -0.0329 0.0826 0.0093
H 5.39213 2.47547 1.00860 0.0630 0.1055 0.0550
H 7.70520 -1.58044 -0.07987 0.2867 -0.1420 -0.0089
H 2.40849 -1.12497 -0.71308 -0.1269 -0.0414 -0.0457
H -4.94157 -1.99438 0.51816 -0.1255 -0.0962 0.0229
```
Positions in Å, forces in eV/Å.

Values from the calculation:
- HOMO energy (Ha) = -0.293
- LUMO energy (eV) = -0.04
- SMILES = COc1ccc2nc(NC(=O)c3ccc4ncsc4c3)sc2c1

***

A structure of composition C16H12Br2F5MnN4. Source: the Open Molecules 2025 dataset; level of theory: the ωB97M-V functional and the def2-TZVPD basis.

Structure (XYZ):
```
40
Properties=species:S:1:pos:R:3:forces:R:3
Mn -0.09756 -0.24989 0.33614 0.0471 0.0076 0.0313
Br 6.43163 0.82390 0.08083 -0.0132 -0.0015 -0.0003
C 4.61162 0.45876 0.16164 0.0542 0.0224 -0.0038
C 4.16003 -0.81819 0.46619 -0.0403 -0.0101 -0.0018
C 2.79984 -1.03274 0.51454 0.0462 -0.0080 -0.0040
N 1.89842 -0.06731 0.28023 0.0784 -0.0241 0.0191
C 2.34346 1.17650 -0.01449 -0.0682 0.0087 -0.0059
C 3.68672 1.47180 -0.08104 -0.0017 0.0034 -0.0076
C 1.26833 2.17318 -0.23873 0.0170 -0.0374 0.0203
C 1.50017 3.49101 -0.56551 0.0002 0.0005 0.0012
C 0.41297 4.34592 -0.73120 0.0163 0.0018 0.0005
Br 0.69361 6.12855 -1.16920 -0.0019 0.0124 -0.0045
C -0.87477 3.85284 -0.56173 0.0191 0.0031 -0.0011
C -1.02650 2.52202 -0.24182 -0.0190 0.0065 -0.0006
N 0.01357 1.68914 -0.08551 -0.0413 -0.0108 -0.0243
H 4.84764 -1.62754 0.66308 0.0044 0.0016 -0.0005
H 2.41817 -2.01645 0.75213 -0.0218 0.0099 0.0002
H 4.03201 2.46786 -0.31279 0.0067 -0.0031 -0.0011
H 2.50318 3.86871 -0.69334 -0.0025 0.0069 0.0051
H -1.73800 4.49187 -0.67602 -0.0080 -0.0085 0.0030
H -2.00855 2.09453 -0.09727 0.0007 -0.0020 0.0002
C -2.70960 -0.82087 -1.96552 0.0083 -0.0365 -0.0079
C -3.00194 -0.65324 -0.51717 0.0202 0.0267 -0.0317
N -2.11068 -0.42321 0.44057 -0.0307 -0.0080 0.0776
C -2.80904 -0.36601 1.64268 -0.0261 -0.0223 -0.0241
C -4.12430 -0.56220 1.39338 0.0245 0.0239 0.0066
N -4.22313 -0.73718 0.03314 -0.0208 -0.0173 0.0239
H -1.77943 -0.31494 -2.22672 -0.0077 0.0131 -0.0046
H -3.50374 -0.40225 -2.58164 -0.0030 0.0124 0.0089
H -2.60737 -1.87630 -2.22337 -0.0076 0.0038 -0.0047
H -2.32496 -0.18333 2.58730 0.0049 -0.0029 -0.0022
H -4.97806 -0.58462 2.04700 -0.0068 -0.0048 -0.0109
H -5.07861 -0.90890 -0.47333 0.0108 -0.0048 -0.0169
F -0.09455 -2.33094 1.50559 -0.0072 0.0650 -0.0219
C -0.36946 -3.19850 0.51662 0.0390 -0.0569 -0.0187
F -0.15006 -2.55780 -0.63541 -0.0396 -0.0372 0.0092
C 0.33456 -4.55400 0.64360 -0.0462 0.1149 -0.0194
F 1.66058 -4.34903 0.59393 0.0076 -0.0226 0.0008
F 0.02145 -5.10205 1.79815 -0.0042 -0.0065 0.0102
F -0.02761 -5.31913 -0.36496 0.0124 -0.0193 0.0006
```
Positions in Å, forces in eV/Å.

Values from the calculation:
- multiplicity = 5
- HOMO energy (alpha / beta) (Ha) = -0.572 / -0.566
- net charge = +2
- LUMO energy (alpha / beta) (eV) = -6.97 / -7.45
- ⟨S²⟩ = 6.020

***

A structure of composition C16H12Br2IrN at a distorted geometry. Source: the Open Molecules 2025 dataset; level of theory: the ωB97M-V functional and the def2-TZVPD basis.

Structure (XYZ):
```
32
Properties=species:S:1:pos:R:3:forces:R:3
Ir -0.89999 -0.06351 1.33012 1.0250 -0.7134 -0.7580
C -2.88778 -1.30777 -3.90378 0.0743 0.0001 0.0768
C -3.11426 -0.90704 -2.47269 -0.0503 -0.0111 -0.0803
C -4.37729 -0.60994 -1.97048 -0.0902 0.0060 0.0231
C -4.55984 -0.24639 -0.63588 -0.2364 -0.0500 -0.1729
C -3.43799 -0.18948 0.13246 -0.1010 0.0202 -0.1424
Br -3.40572 0.30293 1.97128 -0.0887 0.1287 0.1954
N -2.21187 -0.46073 -0.30923 0.3908 0.2614 0.6967
C -2.04554 -0.81689 -1.58945 0.3172 -0.0859 0.0769
H -3.82230 -1.32456 -4.45852 0.0022 0.0090 0.0029
H -2.43655 -2.29902 -3.96220 -0.0410 -0.0106 0.0303
H -2.20471 -0.61498 -4.39631 -0.0394 0.0335 0.0049
H -5.24050 -0.65912 -2.62419 0.0320 -0.0084 0.0217
H -5.53515 -0.01648 -0.22910 0.0158 -0.0068 -0.0290
H -1.03200 -1.03815 -1.89854 0.0013 0.0333 0.0153
Br 0.55773 -2.10187 1.84338 -0.8633 0.9352 -0.1084
C 2.16494 -1.10069 1.85181 0.2642 -0.7302 0.1375
C 3.33807 -1.70470 2.21381 0.1746 -0.1705 0.0360
C 4.51417 -0.94133 2.20353 -0.0275 -0.1357 0.0510
C 4.46862 0.37481 1.82382 0.0027 0.1294 -0.0405
C 3.24693 0.97442 1.45261 0.1130 0.1558 0.0138
C 3.17707 2.32533 1.04834 0.0096 0.0094 -0.0061
C 1.97825 2.90656 0.66983 -0.0851 0.0448 -0.0246
C 0.80719 2.16269 0.70811 -0.0961 0.3769 -0.0537
C 0.81619 0.83094 1.11805 -0.9127 -0.7782 0.1900
C 2.05328 0.21365 1.47748 0.1785 0.5676 -0.1654
H 3.35699 -2.74724 2.50653 0.0596 0.0271 -0.0199
H 5.45018 -1.39753 2.49376 -0.0181 -0.0211 -0.0015
H 5.37324 0.96875 1.80123 -0.0069 0.0079 0.0148
H 4.08800 2.91288 1.03901 -0.0221 -0.0117 -0.0300
H 1.94750 3.93803 0.34821 0.0207 0.0088 0.0260
H -0.12685 2.63644 0.41697 -0.0027 -0.0215 0.0197
```
Positions in Å, forces in eV/Å.

Values from the calculation:
- HOMO energy (alpha / beta) (Ha) = -0.561 / -0.555
- net charge = +2
- LUMO energy (alpha / beta) (eV) = -9.47 / -8.60

***

A structure of composition C16H12F3N4O4RhS2 at a distorted geometry. Source: the Open Molecules 2025 dataset; level of theory: the ωB97M-V functional and the def2-TZVPD basis.

Structure (XYZ):
```
42
Properties=species:S:1:pos:R:3:forces:R:3
Rh 1.27319 -0.60349 1.34390 1.1396 -0.3389 -1.1522
N 4.54462 2.30378 1.63992 -0.6988 -0.0663 0.2449
C 3.40919 1.56641 1.63095 0.2089 -2.0105 0.0719
S 3.48860 -0.18043 1.89448 0.5016 0.0696 -0.3969
N 2.26151 2.13365 1.43326 -0.2954 2.1897 -0.5509
N 1.20050 1.34878 1.34130 -2.5033 0.8554 0.7259
C -0.02704 1.91263 1.42854 4.2851 0.2140 -0.4582
C -1.10076 1.03929 1.50665 -2.3160 -2.6765 0.2216
C -2.44610 1.42273 1.74537 1.7144 0.3242 -0.1889
C -3.39175 0.46717 1.97478 -0.1182 -1.4455 0.0221
C -3.02458 -0.89318 1.92396 -0.3262 0.9775 0.0933
C -1.71051 -1.21726 1.65452 -0.0870 -0.1724 -0.1375
N -0.76706 -0.30519 1.44586 -0.9034 0.9927 -0.3501
H 5.36652 1.90684 2.06436 -0.0402 -0.0723 -0.1117
H 4.41578 3.30037 1.72536 0.0748 0.0019 -0.0542
H -0.09903 2.98757 1.49338 0.0025 0.0526 0.0262
H -2.67367 2.47599 1.79718 -0.0657 0.0941 -0.0031
H -4.40660 0.74572 2.21325 -0.0999 0.0207 -0.0565
H -3.74819 -1.67421 2.09785 -0.0055 -0.0287 0.0074
H -1.40456 -2.25377 1.59621 0.1103 0.0175 -0.0293
O -2.36821 2.64167 -5.05710 -0.3054 0.4790 -0.1485
C -1.79252 1.43931 -5.22924 0.1388 -0.3001 0.0551
O -1.93605 0.84270 -6.26190 -0.1210 0.2273 0.1380
C -0.97589 0.90482 -4.10239 0.2378 -0.2409 0.1636
C -0.57079 -0.43017 -4.19993 -0.0899 0.4043 -0.2250
C 0.28088 -0.98038 -3.27187 0.1721 0.1485 0.4230
C 0.74116 -0.20377 -2.20030 -0.4898 0.3739 0.0337
S 1.93422 -0.86321 -1.13241 0.0345 -0.0126 2.3385
C 0.30752 1.12048 -2.07435 0.0773 -0.2606 -0.0871
C -0.53306 1.66866 -3.01924 -0.1991 -0.1439 -0.2477
H -2.21913 3.02749 -4.18406 0.0931 -0.3198 -0.1081
H -0.92356 -1.00927 -5.03933 -0.0082 -0.0267 -0.0826
H 0.62603 -1.99856 -3.36568 -0.0617 -0.1211 0.0161
H 0.67922 1.71272 -1.25214 0.0405 0.0933 -0.0134
H -0.79320 2.71337 -2.91805 -0.0497 0.1232 -0.0022
F 1.26905 -4.83501 4.11017 -0.0499 0.3042 0.0907
C 0.84392 -4.46338 2.90242 0.1725 -0.3870 -0.0842
F -0.46775 -4.76910 2.82117 -0.1138 0.2168 0.0382
F 1.47452 -5.23565 2.01162 0.0342 0.1439 -0.0604
C 1.05028 -2.95080 2.60852 0.0226 -0.5540 0.2673
O 0.97138 -2.12564 3.50852 -0.1374 0.4930 0.3021
O 1.24191 -2.68969 1.39447 0.0251 0.3603 -0.7307
```
Positions in Å, forces in eV/Å.

Values from the calculation:
- HOMO energy (alpha / beta) (Ha) = -0.305 / -0.305
- LUMO energy (alpha / beta) (eV) = -2.13 / -2.13

***

The following ΔE to the lowest compared entry with this formula, charge and spin values (in kJ/mol) correspond, in order, to the records above: 90.2 150.6 69.4 152.9.
The following molecular weight values (in g/mol) correspond, in order, to the records above: 341.42 570.04 570.30 548.33.
The following E_tot values (in Ha) correspond, in order, to the records above: -1727.47545 -7633.74310 -5923.35012 -2343.48391.